(1)
Here is a structure of composition C17H19InN5O6S2 in a non-equilibrium geometry from OMol25. Energies are from ωB97M-V/def2-TZVPD.

Geometry as XYZ:
```
50
Properties=species:S:1:pos:R:3:forces:R:3:lowdin_charge:R:1
In -1.22795 0.67298 -0.10938 -0.77 -0.45 0.07 0.9602
C -6.33303 1.23620 -0.10940 0.79 -0.63 0.29 0.0375
C -5.46644 0.31775 -0.90645 -0.75 0.08 0.83 -0.3094
N -5.86073 -0.80049 -1.42572 -0.70 -0.05 -0.11 0.1396
N -4.76105 -1.34754 -1.96785 0.08 -1.98 -1.25 0.0350
C -3.67616 -0.61399 -1.80865 0.45 -0.06 0.71 -0.6977
S -2.02973 -1.03988 -2.14733 -0.11 0.94 0.81 0.6606
N -4.13615 0.47213 -1.10597 2.12 -0.36 -1.31 -0.0996
N -3.26969 1.48750 -0.72157 -0.03 1.21 -0.15 -0.0649
H -6.85570 0.59071 0.60881 -0.09 0.32 -0.22 0.1062
H -7.04702 1.67148 -0.80974 0.08 0.51 0.47 0.0986
H -5.66974 1.89793 0.49202 -1.12 -0.04 -0.76 0.0746
H -4.83508 -2.27600 -2.45562 0.21 1.53 0.84 0.2028
H -3.76494 1.94095 0.63410 0.34 -0.13 0.63 0.0184
H -3.34661 2.26295 -1.40057 0.16 -0.66 0.26 0.1164
O -1.41728 2.09137 1.69918 -0.42 -0.42 -0.55 -0.3618
S -2.58661 1.31060 2.26418 0.44 0.45 -2.62 0.4407
O -3.87892 1.97145 1.69498 0.56 -0.28 -0.13 -0.2136
O -2.42854 -0.03565 1.57294 -0.05 0.15 -0.19 -0.3644
O -2.68847 1.27464 3.63989 -0.09 -0.21 2.65 -0.1850
C 0.66744 -4.00962 -0.90937 0.33 0.88 -2.16 -0.0029
O 1.84853 -3.20693 -1.31109 0.14 0.13 0.85 -0.1177
C 2.62380 -2.80001 -0.24413 0.73 -0.24 0.50 -0.2188
C 3.04264 -3.65513 0.79842 0.57 1.21 -0.25 0.0135
C 3.94193 -3.18240 1.78516 -1.79 -1.40 -1.16 -0.0594
C 4.26006 -1.85771 1.85145 1.31 0.90 1.06 -0.0885
C 3.87111 -0.97775 0.86053 0.55 0.40 -0.26 -0.0025
C 3.15272 -1.48348 -0.22871 -0.94 0.58 0.57 -0.1528
N 2.98957 -0.69061 -1.39073 -0.53 -1.30 -2.21 0.1143
C 3.23309 0.58367 -1.64465 -0.35 0.97 1.54 0.0307
C 2.86338 1.67307 -0.76745 -0.22 -1.03 -0.45 -0.1246
C 3.56514 2.91724 -0.82135 0.03 -0.27 0.63 -0.0228
C 3.26002 3.91182 0.09588 -0.24 -0.50 -0.23 -0.0614
C 2.32441 3.63193 1.14154 1.32 0.20 -1.36 -0.0094
C 1.65733 2.41765 1.17620 -1.05 1.05 1.02 -0.0150
C 1.70578 1.50405 0.13191 1.95 0.28 -0.69 -0.3305
O 0.86549 0.51488 -0.06541 -0.96 -0.04 0.04 -0.1436
H 0.77851 -5.05715 -1.33007 -0.22 1.29 0.85 0.1192
H -0.18124 -3.44521 -1.40007 0.68 -1.04 0.63 0.0749
H 0.63511 -3.88650 0.15296 -0.54 -0.65 0.59 0.0751
H 2.74296 -4.68744 0.83878 -0.12 -0.18 -0.21 0.1179
H 4.29274 -3.95858 2.43828 0.29 0.24 0.59 0.1106
H 4.92659 -1.49151 2.65968 -0.58 -0.27 -0.63 0.1278
H 4.28479 0.06693 0.91893 -0.76 -1.19 -0.38 0.1443
H 2.75044 -1.28845 -2.23185 1.01 0.79 1.14 0.1965
H 3.83508 0.76557 -2.52626 -0.54 0.25 -0.54 0.1487
H 4.42700 3.02692 -1.50653 -0.75 -0.02 0.31 0.1305
H 3.76400 4.86915 -0.01113 -0.15 -0.15 0.35 0.1096
H 2.17342 4.41798 1.88346 -0.13 -0.51 -0.01 0.1250
H 0.97799 2.29251 2.01774 -0.15 -0.29 -0.41 0.1171
```
Positions in Å, forces in eV/Å.

LUMO (alpha / beta)	-4.50 / -4.50	eV
net charge	+1
E_HOMO (alpha / beta)	-0.415 / -0.415	hartree
Kohn-Sham gap (alpha / beta)	6.806 / 6.806	eV
max |F|	0.0523	Eh/bohr
energy	-2370.67411	hartree

(2)
Here is a cluster of 2 separate species, C38H37N2Si in total in a non-equilibrium geometry from OMol25. Energies are from ωB97M-V/def2-TZVPD.

Geometry as XYZ:
```
78
Properties=species:S:1:pos:R:3:forces:R:3:lowdin_charge:R:1
C 4.27309 0.81633 -1.13669 0.58 0.45 -0.06 0.0210
N 2.88321 0.40418 -1.14904 -1.58 1.74 -0.26 -0.0484
C 1.82284 1.25115 -1.20184 1.34 -1.09 0.23 0.0848
C 0.61618 0.50324 -1.13294 -1.15 -0.35 0.09 -0.1132
C -0.67076 1.03267 -1.07964 1.29 0.19 -0.20 0.0998
C -1.88996 0.27902 -1.16003 -1.29 -0.64 -0.21 -0.2071
C -2.05458 -0.79757 -2.07543 0.12 0.12 0.37 -0.0423
C -3.18652 -1.60724 -2.02689 0.02 0.23 0.07 -0.0570
C -4.19534 -1.34839 -1.08776 0.31 0.32 0.05 -0.0391
C -4.10241 -0.22634 -0.24919 0.02 -0.15 -0.13 -0.0513
C -2.98737 0.60199 -0.31252 0.59 0.07 -0.17 0.0015
C 1.02769 -0.90778 -1.01583 0.83 -0.18 -0.02 -0.0903
C 0.37525 -2.11093 -0.77761 0.04 -0.60 -0.05 -0.0023
C 1.12482 -3.30009 -0.71456 0.03 0.47 0.12 -0.0421
C 2.52737 -3.28066 -0.77420 0.08 0.56 -0.15 -0.0472
C 3.21585 -2.06534 -0.92541 -0.30 -0.26 0.00 0.0118
C 2.44413 -0.91929 -1.05975 -0.74 -0.40 0.30 -0.1564
H 4.91455 -0.06301 -1.04348 -0.18 0.29 -0.04 0.0878
H 4.52310 1.35038 -2.06240 -0.08 -0.23 0.21 0.1130
H 4.45849 1.48870 -0.28860 -0.07 -0.27 -0.20 0.1140
H 1.95244 2.32754 -1.29233 0.03 -0.29 0.06 0.1596
H -0.74491 2.11475 -0.94462 -0.08 -0.18 0.04 0.1264
H -1.27498 -0.99053 -2.81709 -0.23 0.01 0.30 0.1314
H -3.27894 -2.45257 -2.71309 0.01 0.34 0.20 0.1189
H -5.05968 -2.00905 -1.02067 0.21 0.21 -0.04 0.1169
H -4.90191 -0.00333 0.46141 0.28 -0.06 -0.28 0.1164
H -2.90610 1.48850 0.32429 -0.10 -0.35 -0.11 0.1219
H -0.70460 -2.12978 -0.64381 0.36 -0.18 -0.11 0.1072
H 0.60983 -4.25590 -0.60338 0.14 0.35 0.07 0.1158
H 3.09414 -4.20647 -0.68641 -0.18 0.23 -0.05 0.1156
H 4.30441 -1.99920 -0.93854 -0.36 -0.28 0.03 0.1117
C -0.03542 5.16544 0.71746 -0.13 -0.03 0.24 -0.0980
C -0.49110 6.37111 1.26220 -0.04 -0.11 0.03 -0.0751
C -1.23110 6.37167 2.45129 0.31 -0.32 -0.36 -0.0702
C -1.49132 5.16738 3.12202 -0.01 0.08 -0.36 -0.2387
Si -2.47548 5.13552 4.70065 0.67 0.05 0.78 0.7276
C -2.90812 6.86950 5.22260 -0.27 0.20 -0.18 -0.2435
C -4.25564 7.23894 5.35657 0.22 0.44 0.14 -0.0804
C -4.59679 8.54248 5.73462 0.18 -0.02 0.00 -0.0779
C -3.59335 9.48688 5.98380 0.01 -0.29 -0.09 -0.0826
C -2.24755 9.12874 5.84482 -0.05 -0.30 -0.11 -0.0773
C -1.90708 7.82626 5.45631 -0.34 0.40 0.16 -0.1068
C -4.01150 4.11706 4.45676 -0.12 -0.18 -0.14 -0.2599
C -4.61641 4.07032 3.19040 -0.42 -0.35 0.23 -0.0910
C -5.79555 3.33921 2.99793 0.16 0.04 0.18 -0.0878
C -6.37391 2.64599 4.06884 0.27 0.15 0.03 -0.0873
C -5.77134 2.68632 5.33118 0.18 0.11 -0.04 -0.0783
C -4.59136 3.41794 5.52624 -0.42 -0.13 -0.40 -0.0878
C -1.42254 4.34977 6.09248 -1.37 1.64 0.09 -0.3894
C -0.10128 5.09913 6.39451 -0.17 -0.21 -0.61 -0.1715
C 0.88862 3.97458 6.74979 -0.30 -0.08 0.42 -0.1584
C 0.34047 2.72341 6.03916 0.42 -0.19 -0.26 -0.2164
N -1.04021 3.03001 5.74445 0.03 -1.21 -0.40 -0.0826
C -1.03116 3.96200 2.57246 0.29 0.02 -0.45 -0.0903
C -0.30736 3.95777 1.37261 -0.21 0.33 0.23 -0.1042
H 0.52820 5.16387 -0.21781 -0.13 0.07 0.25 0.0941
H -0.27463 7.31593 0.76094 -0.07 -0.29 0.09 0.1064
H -1.61251 7.31170 2.85516 0.16 -0.26 -0.14 0.1003
H -5.03636 6.50161 5.15750 0.16 0.26 0.08 0.0983
H -5.64781 8.81997 5.82916 0.30 -0.04 0.00 0.1045
H -3.85937 10.50370 6.27783 0.07 -0.31 -0.08 0.1047
H -1.45750 9.85845 6.02920 -0.26 -0.16 -0.04 0.1046
H -0.85465 7.56123 5.32487 -0.32 0.13 0.09 0.0953
H -4.16719 4.61080 2.35328 -0.14 -0.15 0.22 0.1044
H -6.26457 3.31802 2.01335 0.08 -0.01 0.25 0.0999
H -7.29373 2.07706 3.91991 0.27 0.18 0.05 0.1034
H -6.21666 2.15257 6.17189 0.08 0.12 -0.26 0.1052
H -4.12773 3.45312 6.51526 -0.19 -0.05 -0.26 0.1015
H -2.12141 4.43996 6.95654 0.53 -0.32 0.21 0.1075
H 0.23089 5.61202 5.47852 0.10 -0.11 0.23 0.0944
H -0.22367 5.85612 7.17581 0.06 -0.22 -0.14 0.1138
H 1.91187 4.21224 6.45070 -0.11 -0.07 0.09 0.1056
H 0.87030 3.80946 7.83463 0.09 0.04 -0.20 0.1102
H 0.88190 2.55701 5.09360 0.11 -0.06 0.18 0.0973
H 0.45496 1.81413 6.64693 0.00 0.21 -0.04 0.1093
H -1.72555 2.28622 5.66006 0.31 0.42 0.29 0.1207
H -1.23445 3.02056 3.08883 0.07 0.29 -0.15 0.0987
H 0.03896 3.01114 0.95597 0.01 0.20 0.13 0.0692
```
Positions in Å, forces in eV/Å.

LUMO	-5.00	eV
net charge	+1
ΔE to the lowest compared entry with this formula, charge and spin	0.0	kcal/mol
E_HOMO	-0.341	hartree
Kohn-Sham gap	4.268	eV
max |F|	0.0459	Eh/bohr
energy	-1869.01005	hartree

(3)
Here is a cluster of 2 separate species, C23H25F5N3O in total in a non-equilibrium geometry from OMol25. Energies are from ωB97M-V/def2-TZVPD.

Geometry as XYZ:
```
57
Properties=species:S:1:pos:R:3:forces:R:3:lowdin_charge:R:1
C 1.85577 -4.05364 1.11244 -0.32 -0.27 0.10 0.0049
N 1.63830 -2.63094 0.96965 0.29 0.65 -0.20 -0.0303
C 2.65044 -1.73475 1.17595 0.78 -0.61 0.67 -0.3625
O 3.78512 -2.00350 1.56650 -1.69 0.61 -0.81 0.1052
C 2.09002 -0.34405 0.85901 0.39 -0.10 0.87 -0.1475
C 2.71455 0.26339 -0.38634 -0.09 -0.06 -0.48 -0.0508
C 4.19172 0.42015 -0.22355 0.69 0.33 -0.19 -0.0910
C 5.08729 -0.50012 -0.77104 0.10 -0.30 0.08 -0.1383
F 4.60780 -1.54966 -1.48862 0.29 0.68 0.50 0.0988
C 6.46266 -0.40978 -0.55853 0.15 -0.22 -0.22 -0.1050
F 7.29630 -1.34503 -1.05763 -0.62 0.73 0.36 0.1248
C 6.97158 0.66514 0.17509 0.49 -0.03 0.04 -0.0987
F 8.30131 0.77607 0.37546 -1.16 -0.09 -0.17 0.1302
C 6.10436 1.62479 0.69802 0.02 0.37 0.12 -0.1085
F 6.59479 2.67475 1.38833 -0.37 -0.77 -0.47 0.1219
C 4.73071 1.49321 0.48546 0.16 0.02 0.29 -0.1262
F 3.89366 2.41931 1.03150 0.46 -0.60 -0.39 0.0910
N 0.66060 -0.60149 0.68178 -1.50 1.91 -0.34 0.0541
C -0.20391 0.41818 0.47906 1.79 -1.28 0.40 0.0417
C -1.57422 0.25260 0.31005 -1.77 0.28 -0.71 -0.0588
C -2.47739 1.29494 0.10458 0.94 -0.58 1.56 0.0032
C -3.91480 1.11627 0.04570 -0.91 -0.42 -0.65 -0.2107
C -4.80744 2.22509 0.00813 0.34 -0.20 0.24 -0.0233
C -6.18555 2.04230 -0.09976 -0.07 -0.19 -0.09 -0.0477
C -6.72304 0.74690 -0.19111 0.43 0.08 0.37 -0.0358
C -5.86595 -0.36331 -0.12939 0.40 0.06 -0.09 -0.0500
C -4.48198 -0.18639 -0.05445 -0.31 0.49 0.27 -0.0043
C 0.31597 -2.04598 0.70894 0.05 -0.75 0.18 -0.4454
C -0.22257 -2.52506 -0.64646 0.28 0.18 -0.04 0.0188
C -0.63488 -2.40157 1.87232 0.28 0.22 0.10 0.0195
H 2.92593 -4.22566 1.21402 -0.09 0.08 0.01 0.1039
H 1.34025 -4.43260 1.99838 0.14 -0.04 0.01 0.0984
H 1.48113 -4.60006 0.24288 0.10 0.11 0.02 0.0968
H 2.26306 0.31690 1.72864 -0.13 -0.28 -0.32 0.1820
H 2.51263 -0.40402 -1.23700 0.00 0.31 0.15 0.1405
H 2.24409 1.23942 -0.56494 0.16 -0.21 -0.12 0.1300
H 0.25448 1.41944 0.47570 -0.28 -0.47 0.01 0.1655
H -1.97147 -0.76443 0.28635 0.26 0.64 0.13 0.0658
H -2.08930 2.31743 0.09803 -0.13 -0.34 0.09 0.1200
H -4.40349 3.23702 0.11032 -0.14 -0.38 -0.07 0.1163
H -6.85682 2.91044 -0.10860 0.38 -0.41 -0.01 0.1215
H -7.80592 0.59354 -0.24594 0.47 0.12 -0.04 0.1209
H -6.26702 -1.38046 -0.13401 0.08 0.42 -0.11 0.1169
H -3.82822 -1.05864 -0.03204 -0.35 0.18 -0.05 0.1057
H 0.55449 -2.36072 -1.40676 -0.31 -0.11 0.11 0.1051
H -0.45222 -3.59578 -0.58334 0.02 0.30 -0.09 0.0965
H -1.12563 -1.97640 -0.93482 0.24 -0.31 -0.02 0.0766
H -0.12328 -2.18687 2.82330 -0.26 -0.05 -0.26 0.1102
H -1.56562 -1.82434 1.82862 0.25 -0.32 0.12 0.0750
H -0.87125 -3.47435 1.83845 0.04 0.36 -0.02 0.0985
C -2.96900 4.02064 -2.19362 -0.18 0.35 0.15 -0.1791
N -2.11005 2.83958 -2.14165 -0.02 -0.99 -0.78 -0.0745
H -2.77813 4.57977 -3.12274 -0.20 -0.08 0.48 0.0858
H -4.03642 3.76596 -2.12068 0.23 0.16 -0.33 0.0621
H -2.73636 4.65363 -1.32988 -0.07 0.19 -0.24 0.0681
H -2.66984 2.02710 -1.83940 0.45 0.66 -0.81 0.0321
H -1.77719 2.62568 -3.09036 -0.19 -0.02 0.64 0.0800
```
Positions in Å, forces in eV/Å.

LUMO	-5.01	eV
net charge	+1
E_HOMO	-0.433	hartree
Kohn-Sham gap	6.783	eV
max |F|	0.0476	Eh/bohr
energy	-1629.99449	hartree

(4)
Here is an isolated molecule of C8H14N2O2Si in a non-equilibrium geometry from OMol25. Energies are from ωB97M-V/def2-TZVPD.

Geometry as XYZ:
```
27
Properties=species:S:1:pos:R:3:forces:R:3:lowdin_charge:R:1
C 2.32034 -0.35936 1.76202 0.72 1.13 -1.54 0.0453
N 2.15121 0.16605 0.36260 1.44 -0.89 1.46 0.0286
C 0.97390 0.32367 -0.19913 -3.91 -1.24 0.18 -0.2595
O -0.20856 -0.20924 0.65267 5.95 1.82 -1.71 -0.1476
Si -1.76077 -0.19427 0.23858 -3.72 -0.12 -0.34 0.4312
C -2.06028 -1.04961 -1.47276 1.26 -0.21 1.14 -0.1577
C -2.56815 1.53903 0.35689 1.28 -0.83 -0.16 -0.1737
C -2.58541 -1.16131 1.68404 1.27 -0.65 0.49 -0.1635
N 0.75011 0.73577 -1.41147 -0.86 -0.13 1.39 0.1167
C 1.84198 0.84799 -2.21886 -0.18 -1.52 1.24 -0.0941
C 3.07313 0.51399 -1.76290 -0.29 0.62 -0.88 0.0131
C 3.36451 0.37841 -0.37489 -0.97 1.24 -0.05 -0.4242
O 4.41819 0.55973 0.19034 0.12 -0.74 0.17 0.0796
H 3.41509 -0.54098 1.89281 -1.10 -0.75 -0.34 0.1049
H 2.18789 0.51025 2.37458 -0.76 0.10 0.84 0.0913
H 1.55244 -1.12600 1.79660 0.51 -0.19 0.96 0.0920
H -1.55975 -0.52128 -2.25426 1.05 0.54 -0.32 -0.0073
H -1.63189 -2.08968 -1.48003 -0.78 0.83 0.02 0.0492
H -3.04687 -0.96219 -1.86613 -1.23 -0.59 0.35 0.0083
H -1.78973 2.23812 -0.03794 -1.35 -0.14 -0.74 0.0310
H -3.59836 1.39508 -0.06610 1.09 0.97 0.03 0.0472
H -2.60207 1.86830 1.39452 -0.41 -0.39 0.22 0.0149
H -3.13989 -0.61374 2.45635 -0.09 0.25 -0.60 0.0270
H -3.14744 -2.04254 1.40274 -0.54 0.01 -0.40 0.0123
H -1.78828 -1.64739 2.28798 0.02 0.36 -0.34 0.0255
H 1.58060 0.95692 -3.25071 0.30 0.50 -0.47 0.1111
H 3.85805 0.48429 -2.45755 1.18 0.05 -0.61 0.0983
```
Positions in Å, forces in eV/Å.

LUMO	0.61	eV
net charge	0
ΔE to the lowest compared entry with this formula, charge and spin	0.0	kcal/mol
E_HOMO	-0.341	hartree
Kohn-Sham gap	9.884	eV
max |F|	0.1255	Eh/bohr
energy	-862.74906	hartree

Which of these has the highest energy? C8H14N2O2Si

Which of these has the lowest max |F|? C38H37N2Si

The lowest max |F| belongs to which entry? C38H37N2Si

What is the net charge in the first record? +1